C4H7NO2 | wB97M-V/def2-TZVPD

Geometry as ORCA input:
```
! RIJCOSX wB97M-V def2-TZVPD def2/J DEFGRID3
* xyz 0 1
O -0.8590 -0.5433 1.4436
C -0.8105 -0.0050 0.1441
C -0.1546 1.4049 0.1764
O 1.2678 1.3685 0.4235
C 1.8496 0.1612 0.3164
N 1.2942 -0.7998 -0.3251
C 0.1189 -0.5874 -0.8963
H -0.0212 -0.9933 1.6142
H -1.8405 0.0952 -0.2066
H -0.3103 1.9692 -0.7456
H -0.6020 1.9261 1.0246
H 2.8397 0.1107 0.7511
H -1.1269 -1.7928 -1.9211
H -1.6453 -2.3143 -1.7991
*
```

Properties
LUMO level ... -0.1 eV
Relative energy (zero: lowest compared OMol25 entry of this formula, charge and spin) ... 126.93 kcal/mol
Calculated total energy ... -9841.77533 eV



C4H7NO2 | wB97M-V/def2-TZVPD

Geometry as ORCA input:
```
! RIJCOSX wB97M-V def2-TZVPD def2/J DEFGRID3
* xyz 0 1
H -2.9352 0.8845 2.7748
N -2.8460 0.3723 3.6496
C -3.1852 -0.8313 3.5938
O -3.8176 -1.5364 2.5588
O -4.2944 -0.7659 1.4542
H -3.4780 -1.3473 4.5065
H -5.1601 -1.1789 1.2988
C 3.0545 -0.4882 -1.6594
C 3.4226 0.3005 -2.5022
C 3.9223 1.2851 -3.4354
H 3.1059 -1.3973 -1.1249
H 4.9529 1.1135 -3.7500
H 3.9168 2.2877 -3.0071
H 3.3414 1.3015 -4.3574
*
```

Properties
LUMO level ... 0.7 eV
Relative energy (zero: lowest compared OMol25 entry of this formula, charge and spin) ... 149.97 kcal/mol
Calculated total energy ... -9840.77628 eV
Structure (SMILES) ... [H]/N=C\OO.C#CC



C4H7NO2 | wB97M-V/def2-TZVPD

Geometry as ORCA input:
```
! RIJCOSX wB97M-V def2-TZVPD def2/J DEFGRID3
* xyz 0 1
C -1.9006 -0.5470 -0.1773
C -0.3885 -0.3824 -0.3165
C 0.0569 1.0485 -0.1328
N 1.0136 1.3164 0.6548
C 2.9205 -0.4823 -0.4746
O 3.5268 -0.6369 0.4744
O 0.2896 -1.2568 0.5487
H -2.2140 -0.3268 0.8488
H -2.1662 -1.5838 -0.4012
H -2.4480 0.1091 -0.8640
H -0.0965 -0.6447 -1.3461
H 0.6267 -0.7217 1.2836
H -0.4744 1.8016 -0.7298
H 1.2541 2.3067 0.6320
*
```

Properties
LUMO level ... 0.9 eV
Relative energy (zero: lowest compared OMol25 entry of this formula, charge and spin) ... 37.02 kcal/mol
Calculated total energy ... -9845.67419 eV